Computed, not measured: C11H12N2O in the gas phase in a non-equilibrium geometry, with ωB97M-V/def2-TZVPD.

ORCA input file:
```
! RIJCOSX wB97M-V def2-TZVPD def2/J DEFGRID3
* xyz 0 1
O 1.79138 0.29073 -3.47393
C 1.31599 0.47144 -2.38077
N 1.80467 1.70690 -1.61737
C 1.93725 1.35223 -0.13354
C 0.52755 1.07414 0.48418
N 0.47092 1.07232 1.89248
C -0.87870 0.74402 2.43091
C -1.26100 -0.69463 1.87128
C -0.98031 -0.98268 0.36197
C -1.73370 -2.02347 -0.18425
C -1.42232 -2.26924 -1.51071
C -0.37407 -1.46216 -2.00498
C 0.27623 -0.43924 -1.46407
C 0.15030 -0.21057 -0.13339
H 2.78666 1.91638 -2.23020
H 2.79313 0.62182 0.06043
H 2.28515 2.34823 0.44458
H 0.21318 1.96969 -0.20230
H 0.99551 1.93880 2.25358
H -1.76963 1.49236 2.30177
H -1.01642 0.72442 3.60828
H -1.08447 -1.65134 2.60298
H -2.43372 -0.64805 1.87134
H -2.27798 -2.79334 0.47666
H -2.00436 -2.98396 -2.19878
H -0.11125 -1.56479 -3.12618
*
```

As for the energy relative to the best compared isomer or geometry (same formula, charge and spin): 111.5 kcal/mol. The HOMO energy comes out at -8.79 eV. Its structure (SMILES) is O=C1NC[C@@H]2NCCc3cccc1c32. As for the strongest force on any atom: 6.6 eV Å⁻¹. For the LUMO energy, the calculation gives 0.46 eV. For the total energy, the calculation gives -16625.223 eV.